C5H10O | wB97M-V/def2-TZVPD

The geometry in XYZ format:
```
16
Properties=species:S:1:pos:R:3:forces:R:3
O 0.274 -1.415 0.518 1.1 -0.1 -1.4
C -1.359 0.066 -0.520 0.0 0.1 -0.1
C -2.415 -0.011 0.579 0.0 0.0 0.1
C 1.154 0.463 -0.422 -0.4 1.1 0.2
C 2.550 0.256 0.153 -0.1 0.0 -0.2
C 0.030 -0.183 -0.038 0.0 1.3 -0.8
H 2.697 0.886 1.042 -0.1 -0.1 -0.2
H -2.283 0.784 1.320 0.0 -0.1 -0.1
H -1.371 1.034 -1.028 -0.1 -0.1 0.0
H 3.305 0.549 -0.582 -0.1 0.0 0.1
H -2.359 -0.976 1.093 0.0 0.1 -0.1
H 0.955 -1.269 -0.268 -0.3 -3.1 2.2
H -3.414 0.090 0.142 0.1 0.0 0.1
H 1.034 1.208 -1.190 0.0 0.6 0.1
H 2.778 -0.771 0.465 -0.2 0.2 -0.1
H -1.575 -0.710 -1.266 0.0 0.1 0.1
```
Forces are in eV/Å.

2S+1 = 1
Maximum force = 3.87 eV Å⁻¹
E = -271.66873 Eh
SMILES = C/C=C(\O)CC
LUMO energy = 0.031 hartree
ΔE to the lowest compared entry with this formula, charge and spin = 220.25 kJ/mol
Orbital gap = 9.5 eV
HOMO level = -8.638 eV

Atom charges from the Löwdin analysis, given in e for atoms 1 to 5: number 1, O, carries -0.003; number 2, C, carries -0.194; number 3, C, carries -0.093; number 4, C, carries -0.128; number 5, C, carries -0.088